Entry 1:
{"formula": "C18H24CrN2O4", "method": "the ωB97M-V functional and the def2-TZVPD basis", "symbols": ["C", "C", "H", "H", "C", "C", "H", "H", "C", "H", "H", "H", "C", "H", "H", "H", "Cr", "O", "C", "O", "C", "O", "N", "C", "C", "H", "H", "H", "H", "C", "C", "H", "H", "H", "O", "C", "C", "C", "C", "C", "C", "N", "H", "H", "H", "H", "H", "H", "H"], "coordinates": [[-0.542, -2.456, -5.929], [-1.238, -1.510, -6.670], [-1.093, -3.434, -5.653], [0.543, -2.719, -6.192], [-1.531, -0.138, -6.324], [-1.246, 0.558, -5.213], [-1.807, 0.441, -4.213], [-0.580, 1.494, -5.224], [-1.726, -2.025, -7.958], [-1.348, -3.056, -8.080], [-1.369, -1.444, -8.805], [-2.814, -2.083, -7.989], [-2.285, 0.654, -7.338], [-3.252, 0.206, -7.580], [-1.702, 0.842, -8.245], [-2.477, 1.633, -6.861], [0.129, 0.064, 0.003], [0.060, -0.370, -1.846], [0.679, 0.020, -2.888], [1.411, 1.564, -0.578], [1.801, 1.805, -1.667], [2.702, 2.770, -1.926], [1.449, 1.187, -2.867], [3.073, 2.725, -3.357], [2.091, 1.808, -4.027], [4.082, 2.309, -3.429], [3.034, 3.741, -3.743], [2.564, 1.068, -4.670], [1.345, 2.365, -4.609], [0.606, -0.695, -4.026], [-0.172, -1.902, -3.974], [1.166, -0.430, -4.983], [-1.241, -1.916, -3.614], [0.469, -2.782, -3.651], [-1.154, -1.354, 0.658], [-1.804, -1.099, 1.949], [-0.949, -0.129, 2.698], [-1.073, 0.095, 4.062], [-0.160, 0.934, 4.697], [0.860, 1.516, 3.938], [0.923, 1.269, 2.574], [0.021, 0.466, 1.964], [-1.198, -2.315, 0.406], [-2.797, -0.676, 1.742], [-1.913, -2.044, 2.489], [-1.891, -0.413, 4.573], [-0.239, 1.129, 5.764], [1.611, 2.162, 4.382], [1.687, 1.696, 1.923]], "max_force_ev_per_a": 8.034, "e_tot_ev": -58629.3959, "relative_energy_kj_mol": 65.6, "homo_ev": [-13.44, -13.56], "total_charge": 2, "multiplicity": 5}


Entry 2:
{"formula": "C3H7NO2", "method": "the ωB97M-V functional and the def2-TZVPD basis", "symbols": ["C", "C", "O", "C", "O", "N", "H", "H", "H", "H", "H", "H", "H"], "coordinates": [[-1.527, 0.317, -0.091], [-0.320, -0.348, 0.554], [-0.245, -1.727, 0.244], [1.081, 0.776, -0.231], [0.781, 1.922, -0.349], [2.024, -0.123, -0.356], [-1.735, 1.293, 0.352], [-2.383, -0.345, 0.077], [-1.393, 0.452, -1.168], [-0.406, -0.277, 1.646], [0.117, -1.801, -0.651], [1.058, -0.375, 0.577], [2.948, 0.236, -0.605]], "max_force_ev_per_a": 0.691, "e_tot_ev": -8806.0024, "relative_energy_kj_mol": 436.7, "homo_ev": -9.71}


Entry 3:
{"formula": "C16H23N3O2", "method": "the ωB97M-V functional and the def2-TZVPD basis", "symbols": ["C", "C", "O", "C", "N", "C", "C", "C", "C", "C", "C", "N", "C", "C", "O", "C", "N", "C", "C", "C", "C", "H", "H", "H", "H", "H", "H", "H", "H", "H", "H", "H", "H", "H", "H", "H", "H", "H", "H", "H", "H", "H", "H", "H"], "coordinates": [[-6.792, 0.914, 1.693], [-5.365, 1.259, 2.067], [-5.016, 2.605, 1.688], [-4.574, 2.783, 0.416], [-3.180, 2.205, 0.247], [-2.946, 1.198, -0.602], [-1.683, 0.676, -0.733], [-0.647, 1.200, 0.038], [0.733, 0.642, -0.076], [1.146, -0.391, 0.764], [2.417, -0.889, 0.640], [3.264, -0.397, -0.278], [4.633, -0.963, -0.415], [4.691, -2.148, -1.394], [5.958, -2.038, -1.985], [4.501, -3.483, -0.688], [4.704, -4.554, -1.653], [2.890, 0.602, -1.093], [1.633, 1.140, -1.019], [-0.921, 2.248, 0.919], [-2.200, 2.728, 1.002], [-7.497, 1.319, 2.416], [-7.055, 1.269, 0.696], [-6.911, -0.171, 1.693], [-5.228, 1.222, 3.145], [-4.659, 0.541, 1.634], [-5.193, 2.324, -0.360], [-4.484, 3.852, 0.234], [-3.788, 0.826, -1.170], [-1.505, -0.137, -1.425], [0.486, -0.798, 1.517], [2.790, -1.685, 1.270], [4.949, -1.259, 0.583], [5.273, -0.172, -0.796], [3.888, -2.031, -2.137], [5.971, -2.474, -2.843], [3.491, -3.513, -0.248], [5.241, -3.567, 0.108], [3.979, -4.535, -2.362], [4.651, -5.462, -1.209], [3.628, 0.952, -1.801], [1.360, 1.946, -1.685], [-0.147, 2.685, 1.536], [-2.487, 3.531, 1.668]], "max_force_ev_per_a": 0.517, "e_tot_ev": -25514.9806, "relative_energy_kj_mol": 0.0, "homo_ev": -14.34, "total_charge": 2}


Entry 4:
{"formula": "C6H9N4", "method": "the ωB97M-V functional and the def2-TZVPD basis", "symbols": ["C", "N", "C", "N", "N", "C", "C", "C", "N", "C", "H", "H", "H", "H", "H", "H", "H", "H", "H"], "coordinates": [[0.656, -2.097, -1.137], [-0.385, -1.280, -0.664], [-0.103, 0.078, -0.357], [0.736, 0.553, -1.495], [1.399, 0.113, -2.305], [-1.397, 0.818, -0.018], [-1.489, 1.688, 0.975], [-0.266, 2.028, 1.773], [0.676, 1.177, 1.850], [0.934, 0.248, 0.922], [1.340, -2.419, -0.436], [0.287, -3.038, -1.370], [1.055, -1.465, -1.940], [-1.327, -1.584, -0.816], [-2.274, 0.554, -0.436], [-2.487, 2.048, 1.162], [-0.350, 2.853, 2.358], [1.013, -0.653, 1.409], [1.982, 0.379, 0.526]], "max_force_ev_per_a": 4.627, "e_tot_ev": -12317.0119, "relative_energy_kj_mol": 542.4, "smiles": "CN[C@@]1([N+]#N)C=CC=NC1", "homo_ev": -13.48, "total_charge": 1}


Entry 5:
{"formula": "C25H22IrN4PS", "method": "the ωB97M-V functional and the def2-TZVPD basis", "symbols": ["Ir", "N", "C", "S", "N", "N", "C", "C", "C", "C", "C", "C", "N", "H", "H", "H", "H", "H", "H", "H", "C", "C", "C", "C", "C", "C", "P", "C", "C", "C", "C", "C", "C", "C", "C", "C", "C", "C", "C", "H", "H", "H", "H", "H", "H", "H", "H", "H", "H", "H", "H", "H", "H", "H"], "coordinates": [[-0.872, 0.462, -2.040], [2.120, 3.665, -2.993], [1.452, 2.533, -2.850], [-0.310, 2.633, -2.904], [2.087, 1.398, -2.715], [1.399, 0.308, -2.546], [1.858, -0.895, -2.625], [0.916, -1.971, -2.483], [1.338, -3.299, -2.365], [0.396, -4.305, -2.282], [-0.951, -3.969, -2.367], [-1.303, -2.635, -2.470], [-0.403, -1.652, -2.500], [1.640, 4.539, -3.127], [3.128, 3.653, -3.055], [2.899, -1.108, -2.848], [2.393, -3.516, -2.335], [0.699, -5.335, -2.180], [-1.713, -4.732, -2.358], [-2.345, -2.357, -2.555], [-0.263, 4.670, 2.394], [-0.833, 4.561, 1.133], [-0.905, 3.326, 0.517], [-0.387, 2.199, 1.153], [0.189, 2.312, 2.418], [0.258, 3.551, 3.028], [-0.501, 0.578, 0.338], [-1.950, -0.252, 1.054], [-1.942, -0.762, 2.349], [-3.069, -1.409, 2.828], [-4.203, -1.516, 2.036], [-4.215, -0.999, 0.748], [-3.086, -0.373, 0.255], [0.970, -0.356, 0.822], [0.905, -1.740, 0.985], [2.048, -2.450, 1.301], [3.264, -1.793, 1.429], [3.340, -0.423, 1.225], [2.202, 0.296, 0.912], [-0.238, 5.627, 2.889], [-1.229, 5.434, 0.639], [-1.362, 3.232, -0.461], [0.590, 1.442, 2.915], [0.720, 3.644, 3.999], [-1.062, -0.666, 2.967], [-3.062, -1.827, 3.822], [-5.085, -2.001, 2.425], [-5.100, -1.087, 0.138], [-3.070, 0.034, -0.763], [-0.044, -2.250, 0.886], [1.992, -3.515, 1.461], [4.152, -2.349, 1.685], [4.287, 0.084, 1.319], [2.258, 1.363, 0.752]], "max_force_ev_per_a": 5.314, "e_tot_ev": -55189.8326, "relative_energy_kj_mol": 214.4, "homo_ev": [-14.59, -14.59], "total_charge": 2}


Entry 6:
{"formula": "C3H3NOS3", "method": "the ωB97M-V functional and the def2-TZVPD basis", "symbols": ["C", "C", "C", "H", "H", "H", "N", "O", "S", "S", "S"], "coordinates": [[0.004, 0.052, 0.286], [-0.884, -0.928, 0.996], [0.880, 1.126, 1.033], [-1.247, -0.070, -3.328], [-1.853, -1.767, 0.164], [2.077, 0.628, -0.928], [-0.106, 0.047, -1.062], [0.475, 1.737, 2.092], [-1.258, -0.723, -2.004], [-0.548, -1.522, 2.639], [2.459, 1.421, 0.111]], "max_force_ev_per_a": 6.766, "e_tot_ev": -39197.5834, "relative_energy_kj_mol": 468.8, "homo_ev": -9.12}